18
Properties=species:S:1:pos:R:3 method="wB97M-V/def2-TZVPD" e_tot_ha=-343.9482 lumo_ev=0.9388 total_charge=0
C 1.34 -0.95 -0.23
C 1.67 -0.76 1.21
C 0.11 -0.90 -0.82
C 0.82 0.01 1.89
C -0.53 0.34 1.49
C -0.19 -1.03 -2.27
N -1.92 2.19 0.51
N -0.66 1.53 1.02
H 2.12 -1.22 -0.93
H 2.47 -1.38 1.50
H -0.75 -0.74 -0.20
H 1.14 0.23 2.96
H -1.14 -0.50 -2.56
H -0.31 -2.09 -2.50
H 0.57 -0.88 -3.00
H -2.64 2.23 1.33
H -2.15 1.65 -0.25
H 0.04 2.26 0.84